The following is a DFT calculation (ωB97M-V/def2-TZVPD) of a molecular structure, C42H57ClLiN9O2 in a non-equilibrium geometry.

2S+1 ... 1
Calculated total energy ... -74715.7324 eV
HOMO energy ... -2.1898 eV
Energy relative to the best compared isomer or geometry (same formula, charge and spin) ... 0.0000 eV
Gap between HOMO and LUMO ... 6.6 eV
Net charge ... -2

Each line ends with the Löwdin charge.
Positions of all 112 atoms, in Å:
Li  -0.35  -0.29  0.79  0.519
C  -1.83  -4.67  2.94  -0.073
C  -0.50  -4.04  3.32  -0.380
C  0.05  -4.67  4.57  -0.081
C  0.48  -4.21  2.18  -0.147
C  0.87  -5.47  1.69  -0.078
C  1.86  -5.58  0.75  -0.124
C  2.48  -4.45  0.18  -0.049
C  2.09  -3.19  0.63  -0.122
C  2.72  -1.90  0.12  -0.372
C  3.56  -1.19  1.21  -0.038
C  3.60  -2.11  -1.12  -0.105
C  1.07  -3.10  1.62  -0.176
N  0.64  -1.81  1.96  0.058
C  0.94  -1.40  3.16  -0.580
O  1.58  -1.95  4.06  -0.003
C  0.42  0.03  3.42  -0.169
C  0.31  0.47  4.73  -0.022
C  -0.05  1.78  5.01  -0.060
C  -0.16  2.63  3.92  -0.004
C  -0.09  2.12  2.60  -0.188
N  0.16  0.83  2.38  0.116
C  -0.13  3.16  1.53  -0.524
O  -0.25  4.35  1.94  -0.066
N  0.08  2.76  0.31  0.118
C  0.34  3.71  -0.68  -0.189
C  -0.65  4.48  -1.32  -0.136
C  -0.31  5.41  -2.29  -0.060
C  1.02  5.53  -2.74  -0.108
C  1.99  4.74  -2.15  -0.066
C  1.65  3.84  -1.15  -0.167
C  2.72  3.05  -0.41  -0.401
C  3.91  2.62  -1.26  -0.084
C  3.25  3.87  0.73  -0.070
C  -2.12  4.39  -0.88  -0.362
C  -2.48  5.59  -0.01  -0.067
C  -3.04  4.18  -2.09  -0.067
H  -2.50  -4.64  3.85  0.083
H  -1.79  -5.71  2.55  0.071
H  -2.40  -4.09  2.19  0.059
H  -0.63  -2.98  3.48  0.120
H  0.14  -5.75  4.50  0.060
H  -0.62  -4.45  5.41  0.073
H  1.05  -4.23  4.83  0.088
H  0.42  -6.41  2.12  0.118
H  2.20  -6.58  0.42  0.093
H  3.20  -4.55  -0.61  0.083
H  1.92  -1.14  -0.08  0.107
H  4.39  -1.86  1.46  0.084
H  2.98  -0.99  2.09  0.057
H  3.93  -0.25  0.79  0.072
H  4.52  -2.66  -0.75  0.088
H  3.91  -1.16  -1.55  0.052
H  3.11  -2.67  -1.99  0.087
H  0.46  -0.27  5.50  0.104
H  -0.14  2.09  6.01  0.083
H  -0.29  3.72  4.01  0.110
H  -1.04  6.06  -2.74  0.093
H  1.32  6.33  -3.44  0.091
H  3.04  4.90  -2.48  0.112
H  2.19  2.17  -0.04  0.113
H  4.46  3.52  -1.54  0.058
H  3.61  2.07  -2.19  0.083
H  4.57  1.96  -0.69  0.065
H  3.78  4.79  0.39  0.082
H  3.95  3.33  1.40  0.077
H  2.41  4.22  1.41  0.095
H  -2.14  3.53  -0.25  0.102
H  -2.34  6.56  -0.56  0.082
H  -1.81  5.56  0.82  0.041
H  -3.50  5.54  0.39  0.074
H  -3.02  4.99  -2.82  0.063
H  -4.11  4.01  -1.80  0.083
H  -2.75  3.26  -2.55  0.051
C  -5.66  -1.85  0.46  -0.092
N  -4.46  -1.08  0.64  -0.241
C  -4.39  0.23  0.99  -0.131
C  -3.04  0.50  1.04  -0.234
N  -2.36  -0.59  0.66  -0.128
C  -3.23  -1.61  0.38  -0.174
H  -5.77  -2.55  1.26  0.060
H  -5.59  -2.42  -0.43  0.054
H  -6.55  -1.22  0.37  0.073
H  -5.30  0.78  1.15  0.077
H  -2.52  1.43  1.27  0.076
H  -2.16  -4.59  -0.66  0.022
C  1.20  0.51  -2.33  -0.134
N  1.02  0.51  -3.80  -0.084
C  -0.24  1.24  -4.08  -0.163
N  -1.41  0.55  -3.50  -0.081
C  -1.22  0.51  -2.03  -0.159
N  0.03  -0.21  -1.66  -0.085
C  -0.08  -1.59  -2.20  -0.164
N  -0.29  -1.57  -3.67  -0.088
C  0.89  -0.89  -4.25  -0.178
C  -1.47  -0.84  -3.99  -0.206
H  1.20  1.49  -1.91  0.085
H  2.12  -0.07  -2.09  0.106
H  -0.32  1.35  -5.16  0.106
H  -0.22  2.26  -3.69  0.120
H  -2.10  0.01  -1.58  0.103
H  -1.01  1.50  -1.63  0.100
H  -0.91  -2.10  -1.75  0.099
H  0.83  -2.21  -2.00  0.121
H  0.79  -0.82  -5.35  0.118
H  1.81  -1.47  -4.04  0.121
H  -2.39  -1.30  -3.60  0.130
H  -1.65  -0.77  -5.05  0.110
Cl  -1.06  -5.23  -2.77  0.397
C  -1.22  -5.07  -0.96  -0.474
H  -0.35  -4.52  -0.63  -0.008
H  -1.15  -6.11  -0.62  0.019